1.
One molecule with the formula C5H7NO2 in a non-equilibrium geometry, computed with ωB97M-V/def2-TZVPD.

The SMILES is NC(=O)C/C=C\C=O. The HOMO energy is -9.5 eV. The energy above the lowest of the compared OMol25 structures with the same formula, charge and spin comes out at 1.340 eV.

The geometry in XYZ format:
```
15
C5H7NO2 (ωB97M-V/def2-TZVPD)
N -1.2119 1.5253 -0.4258
C -1.6930 0.3289 0.0426
O -2.8112 -0.1546 -0.1729
C -0.8103 -0.5943 0.7768
C 0.2273 -1.2979 -0.2154
C 1.4382 -0.8585 -0.5319
C 2.0450 0.3428 0.0876
O 1.4765 1.4705 0.2423
H -1.8146 2.1534 -0.9717
H -0.4006 1.8330 0.1445
H -1.3965 -1.4664 1.2385
H -0.1404 -0.0768 1.4767
H -0.2817 -2.1870 -0.6654
H 2.2019 -1.3513 -1.2137
H 3.1713 0.3328 0.1878
```

The computed Löwdin charges, all in e, follow:
1. N 0.163
2. C -0.561
3. O 0.017
4. C -0.101
5. C -0.039
6. C -0.089
7. C -0.196
8. O -0.028
9. H 0.125
10. H 0.081
11. H 0.145
12. H 0.105
13. H 0.125
14. H 0.127
15. H 0.125

2.
C2H2CsLi2O2 as an isolated structure in a non-equilibrium geometry, computed with ωB97M-V/def2-TZVPD.

The spin multiplicity is 2. The HOMO energy (spin up / spin down) is -3.8 / -4.0 eV. Its expectation value of S² is 1.756. The energy above the lowest of the compared OMol25 structures with the same formula, charge and spin comes out at 0.372 eV.

The geometry in XYZ format:
```
9
C2H2CsLi2O2 (ωB97M-V/def2-TZVPD)
O 1.3256 1.0859 0.1990
C 0.1634 0.8376 -0.4101
C -0.9216 0.2798 0.2052
Li 2.6645 1.9517 2.0648
Cs 1.7535 -2.6843 0.4963
H 0.2285 0.6936 -1.5062
H -0.9683 0.4015 1.3055
Li -2.6368 -1.8111 -2.0740
O -1.6087 -0.7547 -0.2805
```

The computed Löwdin charges, all in e, follow:
1. O -0.303
2. C -0.322
3. C -0.322
4. Li 0.306
5. Cs 0.408
6. H 0.112
7. H 0.113
8. Li 0.312
9. O -0.304

3.
C33H34N2P2RhSSe as an isolated structure, computed with ωB97M-V/def2-TZVPD.

Its total charge is +1. The HOMO energy (spin up / spin down) is -10.0 / -10.0 eV. The energy above the lowest of the compared OMol25 structures with the same formula, charge and spin comes out at 0.495 eV.

The geometry in XYZ format:
```
74
C33H34N2P2RhSSe (ωB97M-V/def2-TZVPD)
Rh 0.4719 0.3680 -0.0611
C -2.8804 1.5980 0.0581
C -2.6759 0.8819 -1.2834
P -1.2383 -0.2599 -1.3480
C -0.8529 -0.3056 -3.1229
C 0.1492 0.4932 -3.6604
C 0.3746 0.4978 -5.0294
C -0.4063 -0.2827 -5.8667
C -1.4198 -1.0730 -5.3362
C -1.6426 -1.0906 -3.9701
C -1.8918 -1.9406 -1.0383
C -1.0574 -3.0140 -1.3534
C -1.4897 -4.3156 -1.1857
C -2.7646 -4.5707 -0.6944
C -3.6073 -3.5145 -0.3949
C -3.1767 -2.2047 -0.5765
C -2.6250 0.6895 1.2681
P -0.8470 0.7310 1.7058
C -0.6622 -0.4614 3.0630
C 0.3156 -0.2536 4.0335
C 0.5124 -1.1896 5.0329
C -0.2617 -2.3423 5.0703
C -1.2346 -2.5535 4.1069
C -1.4351 -1.6176 3.1026
C -0.7726 2.3439 2.5670
C -1.3786 2.4279 3.8263
C -1.4731 3.6432 4.4803
C -0.9640 4.7938 3.8895
C -0.3677 4.7201 2.6421
C -0.2750 3.5015 1.9831
H -3.8940 1.9976 0.0966
H -2.2153 2.4643 0.1065
H -2.5173 1.6043 -2.0852
H -3.5591 0.3015 -1.5656
H 0.7575 1.1234 -3.0168
H 1.1608 1.1205 -5.4354
H -0.2305 -0.2763 -6.9342
H -2.0344 -1.6796 -5.9879
H -2.4226 -1.7222 -3.5659
H -0.0581 -2.8249 -1.7255
H -0.8299 -5.1357 -1.4356
H -3.0987 -5.5902 -0.5551
H -4.6084 -3.7007 -0.0292
H -3.8797 -1.4063 -0.3723
H -2.9139 -0.3370 1.0517
H -3.1846 1.0046 2.1493
H 0.9212 0.6448 4.0106
H 1.2697 -1.0203 5.7869
H -0.1051 -3.0741 5.8515
H -1.8377 -3.4514 4.1303
H -2.1806 -1.8156 2.3430
H -1.7756 1.5398 4.3021
H -1.9438 3.6931 5.4532
H -1.0332 5.7431 4.4037
H 0.0322 5.6102 2.1751
H 0.2037 3.4604 1.0124
Se 1.4280 -1.5591 0.5771
C 5.4048 0.1204 0.9559
C 4.6857 0.4519 -0.3017
C 4.9686 -0.0589 -1.5420
C 4.1865 0.3562 -2.6293
N 3.1430 1.1688 -2.4780
C 2.8255 1.5929 -1.2680
S 1.4099 2.5140 -0.9247
N 3.6518 1.3102 -0.2157
C 4.4584 -0.1313 -4.0104
H 6.2149 -0.5771 0.7638
H 4.7050 -0.3347 1.6607
H 5.8162 1.0227 1.4113
H 5.7872 -0.7497 -1.6742
H 3.3650 1.6709 0.6872
H 5.4449 -0.5791 -4.0994
H 4.3525 0.6895 -4.7180
H 3.7059 -0.8808 -4.2672
```

The computed Löwdin charges, all in e, follow:
1. Rh 0.005
2. C -0.263
3. C -0.287
4. P 0.917
5. C -0.341
6. C -0.102
7. C -0.069
8. C -0.067
9. C -0.065
10. C -0.077
11. C -0.368
12. C -0.147
13. C -0.057
14. C -0.063
15. C -0.067
16. C -0.106
17. C -0.310
18. P 0.906
19. C -0.413
20. C -0.116
21. C -0.064
22. C -0.065
23. C -0.063
24. C -0.091
25. C -0.339
26. C -0.093
27. C -0.062
28. C -0.065
29. C -0.066
30. C -0.110
31. H 0.118
32. H 0.093
33. H 0.099
34. H 0.090
35. H 0.017
36. H 0.109
37. H 0.109
38. H 0.110
39. H 0.109
40. H 0.077
41. H 0.113
42. H 0.111
43. H 0.110
44. H 0.096
45. H 0.042
46. H 0.103
47. H 0.112
48. H 0.110
49. H 0.110
50. H 0.110
51. H 0.095
52. H 0.111
53. H 0.111
54. H 0.111
55. H 0.111
56. H 0.000
57. Se 0.178
58. C 0.009
59. C -0.267
60. C 0.053
61. C -0.268
62. N 0.127
63. C -0.782
64. S 0.634
65. N 0.096
66. C -0.005
67. H 0.094
68. H 0.091
69. H 0.103
70. H 0.130
71. H 0.145
72. H 0.085
73. H 0.094
74. H 0.100

4.
A 2-piece molecular cluster, C7H9NO2SSi overall in a non-equilibrium geometry, computed with ωB97M-V/def2-TZVPD.

The HOMO energy is -9.5 eV. The energy above the lowest of the compared OMol25 structures with the same formula, charge and spin comes out at 0.734 eV.

The geometry in XYZ format:
```
21
C7H9NO2SSi (ωB97M-V/def2-TZVPD)
C 2.7807 0.3641 -1.5452
C 2.1871 -0.9222 -1.5713
C 1.9377 1.4269 -1.2311
C 0.8978 -1.2090 -1.1763
C 0.6838 1.1945 -0.7960
C 0.1218 -0.0910 -0.8323
C -3.8052 -1.4109 -1.5304
N -4.6397 -1.4351 -0.7131
O -2.2001 0.9777 -1.1578
O -1.7167 -0.0658 1.0883
Si -1.1556 0.5344 2.5391
S -1.6915 -0.2551 -0.6421
H 3.8504 0.6413 -1.7807
H 2.7117 -1.7416 -1.9466
H 2.4582 2.3634 -1.4579
H 0.5863 -2.2350 -1.2049
H -0.0675 1.9429 -0.5571
H -5.2120 -1.4733 0.1195
H -2.1118 1.3721 3.2672
H -1.2229 -0.4926 3.4903
H 0.1875 0.9209 2.1995
```

The computed Löwdin charges, all in e, follow:
1. C -0.058
2. C -0.086
3. C -0.101
4. C -0.071
5. C -0.102
6. C -0.334
7. C -0.113
8. N 0.069
9. O -0.427
10. O -0.604
11. Si 0.547
12. S 0.886
13. H 0.124
14. H 0.080
15. H 0.114
16. H 0.109
17. H 0.110
18. H 0.092
19. H -0.074
20. H -0.102
21. H -0.057

5.
C12H9Cl5MnNO5 as an isolated structure, computed with ωB97M-V/def2-TZVPD.

The spin multiplicity is 5. The HOMO energy (spin up / spin down) is -9.4 / -9.4 eV. Its expectation value of S² is 6.102. The energy above the lowest of the compared OMol25 structures with the same formula, charge and spin comes out at 0.000 eV.

The geometry in XYZ format:
```
33
C12H9Cl5MnNO5 (ωB97M-V/def2-TZVPD)
Mn -0.0914 0.0110 0.3750
O 1.3463 1.0834 -0.9725
C 1.5109 0.2818 -2.1487
C 1.6663 -1.1796 -1.7632
N 0.6259 -1.5882 -0.7996
C 1.1916 -2.4549 0.2617
C 1.9911 -1.5918 1.2561
O 2.9067 -2.0687 1.8778
O 1.5688 -0.3503 1.3515
C -0.6358 -2.0601 -1.4071
C -1.8597 -1.6821 -0.5261
O -2.9579 -1.7069 -1.0151
O -1.4978 -1.3329 0.6876
H 2.1441 1.0656 -0.4249
H 0.6183 0.4628 -2.7477
H 2.3768 0.6144 -2.7230
H 1.6570 -1.8271 -2.6441
H 2.6329 -1.3103 -1.2730
H 0.3618 -2.9225 0.7901
H 1.8220 -3.2280 -0.1800
H -0.7620 -1.5862 -2.3800
H -0.6687 -3.1451 -1.5421
Cl 0.0473 1.0694 3.8292
C -0.6503 2.0953 2.6393
C -0.7622 1.6584 1.3302
C -1.3786 2.4758 0.4120
Cl -1.5905 1.7970 -1.2028
C -1.8692 3.7376 0.7127
Cl -2.6277 4.7047 -0.4807
C -1.7234 4.1780 2.0280
Cl -2.3051 5.7352 2.4613
C -1.1242 3.3601 2.9918
Cl -0.9789 3.9198 4.6088
```

The computed Löwdin charges, all in e, follow:
1. Mn 0.934
2. O -0.130
3. C -0.184
4. C -0.127
5. N -0.234
6. C -0.061
7. C -0.598
8. O 0.096
9. O -0.143
10. C -0.065
11. C -0.635
12. O 0.095
13. O -0.104
14. H 0.118
15. H 0.110
16. H 0.133
17. H 0.141
18. H 0.138
19. H 0.137
20. H 0.139
21. H 0.130
22. H 0.142
23. Cl 0.737
24. C -0.682
25. C -0.234
26. C -0.633
27. Cl 0.766
28. C -0.707
29. Cl 0.708
30. C -0.691
31. Cl 0.699
32. C -0.695
33. Cl 0.698

6.
A 2-piece molecular cluster, C5H18N2O overall in a non-equilibrium geometry, computed with ωB97M-V/def2-TZVPD.

Its total charge is +2. The HOMO energy is -18.7 eV. The energy above the lowest of the compared OMol25 structures with the same formula, charge and spin comes out at 0.000 eV.

The geometry in XYZ format:
```
26
C5H18N2O (ωB97M-V/def2-TZVPD)
C -0.7307 1.1655 -1.0328
C -0.6192 0.1065 0.0430
C 0.4990 -0.9058 -0.2960
C 1.9254 -0.3536 -0.2235
C 2.5324 -0.3841 1.1621
N 2.8741 -1.7855 1.6448
N -2.0804 1.8685 -1.0404
H 0.0452 1.9258 -1.0205
H -0.6596 0.7575 -2.0186
H -0.3663 0.5968 0.9887
H -1.5375 -0.4524 0.1805
H 0.3877 -1.8031 0.3138
H 0.2861 -1.3085 -1.2862
H 2.0181 0.6546 -0.6060
H 2.5498 -0.9182 -0.9057
H 3.4323 0.2121 1.2810
H 1.8776 0.0637 1.8941
H 2.3685 -2.5049 1.1267
H 2.6676 -1.8500 2.6407
H 3.8743 -1.9730 1.5305
H -2.2278 2.3448 -1.9292
H -2.1205 2.5839 -0.3192
H -2.8354 1.1897 -0.7988
H -4.5743 -0.5064 -0.3777
H -5.2318 0.8464 -0.4511
O -4.3545 0.4297 -0.5003
```

The computed Löwdin charges, all in e, follow:
1. C -0.137
2. C -0.163
3. C -0.183
4. C -0.171
5. C -0.128
6. N 0.220
7. N 0.196
8. H 0.135
9. H 0.129
10. H 0.123
11. H 0.119
12. H 0.112
13. H 0.126
14. H 0.122
15. H 0.127
16. H 0.141
17. H 0.127
18. H 0.165
19. H 0.178
20. H 0.183
21. H 0.177
22. H 0.171
23. H 0.094
24. H 0.085
25. H 0.093
26. O -0.040

7.
One molecule with the formula C4H8N2O in a non-equilibrium geometry, computed with ωB97M-V/def2-TZVPD.

The SMILES is NC(=O)CN1CC1. The HOMO energy is -9.0 eV. The energy above the lowest of the compared OMol25 structures with the same formula, charge and spin comes out at 3.181 eV.

The geometry in XYZ format:
```
15
C4H8N2O (ωB97M-V/def2-TZVPD)
N 0.1417 1.6691 -0.7884
C -0.4266 1.6473 0.4455
O -1.0559 2.5726 0.9239
C -0.1913 0.3787 1.2471
N 0.2453 -0.8269 0.5845
C -0.4258 -1.7600 -0.2251
C 0.9439 -1.2338 -0.5924
H 0.0347 2.5000 -1.3453
H 0.6758 0.8922 -1.1421
H 0.5321 0.6259 2.0388
H -1.1291 0.1411 1.7593
H -0.7816 -2.6892 0.2025
H -1.0258 -1.3819 -1.1260
H 1.9416 -1.6513 -0.3952
H 0.5208 -0.8837 -1.5871
```

The computed Löwdin charges, all in e, follow:
1. N 0.177
2. C -0.536
3. O 0.042
4. C -0.091
5. N -0.144
6. C -0.160
7. C -0.153
8. H 0.112
9. H 0.056
10. H 0.131
11. H 0.134
12. H 0.102
13. H 0.117
14. H 0.113
15. H 0.099

8.
A 2-piece molecular cluster, C4H12N2O2 overall in a non-equilibrium geometry, computed with ωB97M-V/def2-TZVPD.

The SMILES is C[C@@H](N)CNC=O.O. The HOMO energy is -9.1 eV. The energy above the lowest of the compared OMol25 structures with the same formula, charge and spin comes out at 2.268 eV.

The geometry in XYZ format:
```
20
C4H12N2O2 (ωB97M-V/def2-TZVPD)
C -0.3981 -1.3141 -0.1821
C -1.0783 -0.4352 0.9044
N -1.3137 -1.1669 2.1680
C -0.2575 0.8659 1.3452
N 0.0569 1.8353 0.2803
C -0.9639 2.7795 -0.0294
O -1.9649 2.8014 0.6683
H 0.4590 -1.8237 0.1769
H -1.0767 -2.1505 -0.5259
H -0.1201 -0.8117 -1.1239
H -2.0085 0.0363 0.4241
H -1.1152 -2.1446 2.2219
H -2.3580 -1.1978 2.2106
H -0.9896 1.3353 1.9863
H 0.6220 0.4925 1.8625
H 0.7210 1.7095 -0.3965
H -0.7692 3.6767 -0.6401
O 3.9132 -1.3149 -3.9026
H 4.4809 -1.0893 -3.1223
H 4.1606 -2.0840 -4.3255
```

The computed Löwdin charges, all in e, follow:
1. C -0.081
2. C -0.415
3. N 0.021
4. C -0.157
5. N 0.035
6. C -0.296
7. O -0.012
8. H 0.047
9. H 0.086
10. H 0.069
11. H 0.145
12. H 0.052
13. H 0.090
14. H 0.098
15. H 0.113
16. H 0.076
17. H 0.129
18. O -0.046
19. H 0.065
20. H -0.020